Here is a 13-piece molecular cluster, C56H74F32N4O14 overall from the Open Molecules 2025 dataset. Energies are from ωB97M-V with the def2-TZVPD basis set.

Last column: Löwdin charge in e.
Geometry (Å):
1 C 8.41552 -0.67686 -0.54708  -0.042
2 C 7.12266 -1.46741 -0.72060  -0.444
3 C 6.06034 -1.04271 0.33693  -0.346
4 F 6.35898 -1.16151 1.59488  0.132
5 F 5.74431 0.26058 0.13335  0.077
6 F 6.58340 -1.29440 -1.93507  0.142
7 F 7.35039 -2.79490 -0.53123  0.121
8 O 9.43203 -1.10331 -1.47392  0.023
9 C 10.12265 -0.16815 -2.28624  -0.542
10 C 11.38650 -0.85850 -2.82552  -0.314
11 F 11.23075 -2.01006 -3.43694  0.137
12 F 12.24356 -0.07541 -3.54776  0.081
13 F 9.33003 0.13942 -3.30949  0.167
14 F 10.37567 0.91370 -1.58542  0.185
15 H 8.78629 -0.83238 0.46605  0.147
16 H 8.19489 0.38987 -0.58599  0.144
17 H 5.15681 -1.64818 0.26530  0.155
18 H 12.04238 -1.14572 -2.00368  0.166
19 C 4.17017 0.92358 -3.36638  -0.053
20 C 4.49907 1.55887 -4.74328  -0.436
21 C 5.34626 0.54482 -5.53448  -0.335
22 F 5.61063 0.98871 -6.73666  0.133
23 F 6.51282 0.31057 -4.87606  0.097
24 F 3.41805 1.99394 -5.35518  0.146
25 F 5.19713 2.73021 -4.48603  0.093
26 O 3.74871 -0.45165 -3.39343  0.001
27 C 2.32868 -0.68453 -3.21743  -0.499
28 C 1.92881 -2.18076 -3.24926  -0.345
29 F 2.80263 -3.07952 -2.82672  0.123
30 F 0.73194 -2.50661 -2.77449  0.112
31 F 2.06408 -0.27884 -2.00616  0.160
32 F 1.55832 0.00844 -4.08453  0.151
33 H 3.45833 1.47371 -2.75096  0.129
34 H 5.03926 0.93110 -2.70855  0.133
35 H 4.77340 -0.37669 -5.63813  0.166
36 H 1.86987 -2.38065 -4.31916  0.162
37 C -2.41618 1.16907 4.38731  -0.035
38 C -3.10725 2.34672 3.70326  -0.495
39 C -2.80966 3.64674 4.44873  -0.351
40 F -3.40870 4.69415 3.99101  0.153
41 F -2.94293 3.48097 5.80557  0.088
42 F -2.89521 2.38755 2.39181  0.141
43 F -4.40722 2.21245 3.89590  0.141
44 O -1.05533 1.52182 4.74759  0.007
45 C -0.56996 0.82031 5.85954  -0.556
46 C 0.86366 1.39018 6.17276  -0.365
47 F 0.83561 2.65331 6.40860  0.173
48 F 1.51119 0.75794 7.14573  0.117
49 F -1.37258 0.90766 6.89560  0.170
50 F -0.50767 -0.45712 5.50626  0.142
51 H -2.40741 0.34222 3.67714  0.111
52 H -2.98954 0.74844 5.21341  0.148
53 H -1.76529 3.95372 4.39252  0.166
54 H 1.45020 1.12998 5.29165  0.162
55 C 3.52555 5.34061 1.58925  -0.048
56 C 2.71557 5.07900 0.33290  -0.454
57 C 2.12473 6.41441 -0.24995  -0.366
58 F 1.49671 6.27474 -1.37859  0.159
59 F 1.42372 7.10460 0.64061  0.131
60 F 3.51717 4.50277 -0.57764  0.143
61 F 1.77488 4.17898 0.66112  0.113
62 O 4.49808 4.32390 1.92215  0.033
63 C 4.05181 3.09809 2.50324  -0.555
64 C 5.25504 2.35740 3.03255  -0.355
65 F 5.94292 3.03002 3.94267  0.133
66 F 4.88726 1.23815 3.61889  0.123
67 F 3.15449 3.33135 3.42763  0.186
68 F 3.45509 2.30639 1.61696  0.158
69 H 2.95560 5.62113 2.47501  0.149
70 H 4.12904 6.22690 1.39331  0.145
71 H 3.05229 6.93929 -0.47849  0.166
72 H 5.92762 2.05541 2.22972  0.167
73 O -3.06686 1.27601 -2.26411  0.039
74 C -4.08190 1.52874 -1.58405  -0.398
75 O -4.20363 2.79254 -1.09263  0.011
76 C -5.36779 2.90272 -0.28189  -0.167
77 C -5.78988 1.53044 -0.00664  -0.145
78 C -5.25656 0.66451 -1.19054  -0.039
79 H -6.10994 3.42690 -0.88400  0.137
80 H -5.12867 3.42205 0.64613  0.131
81 H -6.87819 1.49140 0.03985  0.128
82 H -5.33450 1.18954 0.92315  0.099
83 H -5.94066 0.48546 -2.02003  0.133
84 H -4.89758 -0.34063 -0.96934  0.093
85 O -6.05690 3.89233 -4.62276  0.120
86 C -4.99328 3.36229 -4.80597  -0.528
87 O -3.87776 3.72882 -4.20468  0.032
88 C -2.68687 3.15375 -4.80921  -0.121
89 C -3.27694 2.55012 -6.09438  -0.133
90 C -4.72604 2.20976 -5.74270  -0.069
91 H -2.30648 2.36157 -4.16435  0.091
92 H -1.86018 3.84043 -4.99129  0.126
93 H -2.73503 1.74063 -6.58341  0.108
94 H -3.24488 3.39236 -6.78554  0.121
95 H -4.89236 1.27913 -5.20014  0.114
96 H -5.51182 2.20834 -6.49811  0.128
97 O 1.66403 3.25715 -3.64743  0.081
98 C 0.64414 3.58654 -3.02267  -0.414
99 O 0.01313 4.74331 -3.34751  0.038
100 C -1.03760 4.96508 -2.47960  -0.200
101 C -0.99683 3.93991 -1.38410  -0.144
102 C -0.10128 2.86299 -1.92785  -0.067
103 H -2.02459 4.89544 -2.93687  0.113
104 H -0.98885 5.93043 -1.97579  0.125
105 H -2.00163 3.57435 -1.17236  0.097
106 H -0.69016 4.32744 -0.41257  0.110
107 H -0.74874 2.16100 -2.45329  0.105
108 H 0.56627 2.31133 -1.26591  0.109
109 O -7.67012 -1.56983 -0.68853  0.079
110 C -6.96264 -2.03570 0.20926  -0.468
111 O -7.05543 -1.54358 1.46656  0.031
112 C -6.09841 -2.09906 2.33531  -0.198
113 C -5.69807 -3.34043 1.65386  -0.165
114 C -5.82994 -2.97450 0.16870  -0.069
115 H -6.47923 -2.30006 3.33665  0.128
116 H -5.23447 -1.43569 2.37579  0.093
117 H -6.21940 -4.25328 1.94198  0.124
118 H -4.64335 -3.47802 1.89206  0.094
119 H -6.10110 -3.80327 -0.48531  0.132
120 H -4.95161 -2.47198 -0.23642  0.109
121 O -2.65420 -2.18982 -2.10098  0.038
122 C -2.73035 -2.17888 -3.36606  -0.378
123 O -3.52381 -3.03701 -4.03430  0.044
124 C -3.39935 -2.76161 -5.41756  -0.160
125 C -2.80938 -1.37089 -5.60712  -0.148
126 C -2.08854 -1.13383 -4.29213  -0.060
127 H -4.42244 -2.75108 -5.79342  0.129
128 H -2.80079 -3.53637 -5.89668  0.130
129 H -3.60605 -0.65768 -5.81863  0.100
130 H -2.02268 -1.35692 -6.36144  0.119
131 H -2.14828 -0.08690 -3.99469  0.100
132 H -1.04122 -1.36645 -4.48476  0.111
133 C 3.10948 -2.31497 4.43833  -0.087
134 C 1.66446 -2.88056 4.24993  -0.240
135 C 1.52570 -3.76936 3.00614  -0.174
136 C 2.13105 -3.25618 1.71535  -0.175
137 N 2.49291 -2.79035 0.71115  0.157
138 H 3.82336 -3.13475 4.51860  0.074
139 H 3.29131 -1.67832 5.30419  0.067
140 H 3.48937 -1.72115 3.60696  0.056
141 H 0.91843 -2.08627 4.22444  0.080
142 H 1.45777 -3.52387 5.10522  0.101
143 H 0.45368 -3.88857 2.84916  0.068
144 H 1.94204 -4.74345 3.26288  0.115
145 C -4.14428 -3.50162 5.33425  -0.087
146 C -2.64436 -3.37783 4.92635  -0.237
147 C -1.74302 -3.24891 6.19151  -0.194
148 C -2.14724 -2.27872 7.18563  -0.236
149 N -2.49759 -1.51423 7.99005  0.162
150 H -4.72316 -3.93384 4.51806  0.053
151 H -4.53726 -2.52639 5.62162  0.073
152 H -4.24139 -4.22933 6.13993  0.077
153 H -2.37750 -2.57967 4.23365  0.083
154 H -2.36631 -4.29796 4.41241  0.088
155 H -0.72358 -3.06415 5.85284  0.082
156 H -1.76861 -4.21597 6.69376  0.121
157 C -2.52434 -7.18659 0.09931  -0.113
158 C -1.72765 -6.38646 -0.91836  -0.246
159 C -2.03632 -4.90422 -0.74052  -0.188
160 C -1.85229 -4.31253 0.59002  -0.178
161 N -1.69670 -3.82693 1.62526  0.185
162 H -3.60451 -7.16161 -0.04457  0.077
163 H -2.28913 -6.85210 1.10970  0.068
164 H -2.27822 -8.24788 0.06481  0.071
165 H -1.88527 -6.74932 -1.93403  0.112
166 H -0.66341 -6.58087 -0.78536  0.110
167 H -3.06503 -4.72338 -1.05222  0.114
168 H -1.44755 -4.35180 -1.47284  0.103
169 C 0.44426 1.11342 1.52084  -0.085
170 C 0.35762 -0.27738 1.01519  -0.254
171 C -0.86610 -0.56190 0.15462  -0.160
172 C -2.15807 -0.55880 0.83007  -0.179
173 N -3.20507 -0.50732 1.32217  0.204
174 H 0.69085 1.91461 0.82414  0.053
175 H 1.20443 1.12302 2.30196  0.072
176 H -0.52403 1.41830 1.91778  0.065
177 H 0.38557 -0.96965 1.85667  0.097
178 H 1.24437 -0.48467 0.41619  0.082
179 H -0.68630 -1.52916 -0.31462  0.101
180 H -0.97366 0.17115 -0.64486  0.112

Force components x, y, z for each atom (eV/Å):
C 0.5480 0.3174 -0.2083
C 0.6057 0.2682 1.1946
C -1.9359 -0.5252 -1.9334
F 1.9812 -0.1942 2.3776
F 0.0409 0.6135 -0.3801
F -0.1194 0.0076 -0.1749
F -0.0373 0.0682 -0.1379
O 0.6714 0.2500 -0.3470
C -2.0056 -2.3231 0.1464
C 3.2496 -0.1097 2.5420
F -1.4722 -0.7601 -1.5070
F -1.2452 0.5756 -0.5976
F -0.4014 0.7583 -0.6759
F 0.6872 1.0147 0.2194
H 0.0210 -0.3186 0.0137
H -0.0464 0.0205 -0.4729
H -0.2038 -0.0534 -1.0158
H -0.4785 0.4096 0.9289
C -0.2922 0.0906 1.2896
C 0.8017 0.4518 2.3803
C -0.8876 -0.2006 0.8231
F 0.6005 0.8250 -1.7034
F -0.3065 0.0833 0.0120
F -0.8898 -0.7040 -1.2219
F 0.3443 -0.9585 0.0076
O -2.2668 -1.1589 -1.1988
C 2.5304 0.0716 0.6989
C 0.7346 -0.7258 -4.3384
F 1.1166 0.0806 1.3836
F -0.8791 0.8532 1.2181
F -1.0658 1.3891 2.1022
F 0.3461 -0.4127 0.1023
H -0.2964 0.5796 -0.7493
H 0.4421 -0.1194 -0.5507
H 0.1469 -0.2268 0.2333
H -0.1714 0.0660 -0.4840
C 0.7044 -0.9569 -0.5826
C 0.4362 0.1588 2.4462
C 4.8985 -0.2961 0.6836
F -2.7929 1.6911 -0.6971
F -1.2819 -0.2031 -0.4054
F 0.5540 0.4589 -0.6051
F -2.4749 -0.8541 -0.2515
O -0.3020 -0.1420 0.9140
C 0.2664 1.8900 -1.0306
C -0.1597 -2.7890 -2.5471
F -0.3072 2.5158 0.5581
F -0.2184 -0.6782 1.5109
F -0.5682 0.2448 0.8603
F 0.5206 -1.5068 0.0052
H 0.2424 0.0699 -0.3654
H -0.0132 0.7899 0.3326
H 0.5123 -0.7808 -0.4360
H 0.0399 0.5390 -0.5635
C 1.2328 0.5930 0.6359
C -0.4085 0.0546 1.0966
C 3.5733 -0.6529 0.6357
F -1.6212 -0.6317 -1.3033
F -0.8231 0.0637 0.6368
F -0.0058 0.2212 -0.6109
F -1.1661 -0.4791 -0.3082
O -0.7741 -1.3098 0.1867
C 0.6391 2.2403 -1.3601
C 1.5093 -0.2946 -1.0167
F 0.3848 1.3085 0.6614
F -1.2836 -1.6822 0.7832
F -0.9651 0.3859 1.5098
F -0.0658 -0.4985 -0.8828
H -0.5261 -0.3726 -0.2447
H 0.2989 -0.1078 -0.0449
H 0.0733 0.6545 0.0241
H -0.0325 0.4311 -0.4139
O -2.4704 0.0765 1.4788
C 2.5704 0.6029 -1.7902
O 0.6896 -0.9688 -0.2883
C -0.0846 1.1392 -0.4870
C -1.1226 -2.4598 -0.0109
C 0.5723 0.6119 0.5062
H -0.0152 0.3467 0.2127
H 0.0473 0.3176 -0.2887
H 0.0747 -0.3007 0.3615
H -0.1913 -0.2396 -0.0094
H -0.1645 0.5695 -0.0709
H 0.1094 0.1984 0.4548
O 0.3096 -0.0024 0.3487
C -1.5351 -0.5281 -0.4042
O 1.7921 1.1679 0.7374
C -0.7656 -1.8187 -0.3016
C 0.2247 0.0318 -0.8746
C -0.0641 0.5824 0.1809
H -0.1735 0.1326 0.3282
H -0.5698 0.4979 0.0849
H 0.2620 -0.0113 0.3810
H -0.3859 -0.1335 -0.4323
H 0.4728 -0.1241 0.2490
H 0.4876 0.1997 -0.3767
O -2.5801 0.5626 1.8513
C 2.9806 -0.5895 -2.0590
O 0.9360 -0.5327 -0.5393
C -2.0343 1.0449 1.6724
C -0.6617 -0.7787 1.6637
C 0.1402 -0.0655 -0.7113
H 0.2311 0.1464 -0.6324
H 0.2949 0.3604 -0.6412
H 0.0562 -0.1563 -0.2179
H 0.5546 0.2127 -0.1560
H 0.1078 -0.4197 -0.0155
H -0.0827 0.2282 -0.0449
O 1.4740 -1.3883 1.7461
C -1.6072 2.8067 -1.4140
O -1.5519 0.8603 -0.1612
C 0.2850 0.1269 0.5093
C 2.2358 -1.3217 -0.7349
C -0.3050 -1.3719 0.0294
H -0.3647 0.4200 -0.1205
H -0.1243 0.2173 0.2107
H -0.3333 0.2025 -0.1102
H 0.1121 -0.4906 -0.0065
H 0.2597 -0.0446 -0.0059
H 0.0854 0.0400 0.0549
O -0.2074 -0.3120 -4.4387
C 0.1124 1.2888 4.9410
O 1.1267 0.6635 0.8065
C -0.9313 -0.0155 -1.4378
C 0.4771 -0.1865 0.0134
C -0.2294 -0.4400 -0.3576
H 0.1388 -0.4717 -0.2678
H -0.1134 -0.1038 0.0558
H 0.2383 0.1040 0.0000
H -0.6146 0.0549 -0.5155
H -0.1351 -0.3943 0.7497
H 0.1151 -0.1349 0.5795
C -0.0218 -0.2081 -0.2308
C 1.4885 0.8112 -0.0451
C 0.2099 0.2286 -0.4182
C -0.2435 0.5410 -0.2482
N -0.3661 -0.8887 1.6650
H -0.0443 -0.2140 0.0863
H -0.5450 -0.1438 0.2477
H -0.4266 0.0103 -0.3577
H 0.0878 0.0736 0.0188
H -0.1998 0.0652 0.0292
H 0.0252 -0.2199 -0.4058
H 0.1307 -0.0524 -0.4305
C 0.9352 0.0970 -0.7175
C -0.4320 -0.2065 0.9347
C -0.0656 -0.8947 -0.8916
C -0.7835 1.6874 1.2892
N 0.5271 -1.3077 -1.2784
H -0.0746 0.3182 -0.1637
H -0.1941 -0.1881 0.1303
H 0.0427 0.2291 0.2687
H -0.5425 0.1840 -0.0227
H 0.2204 -0.0044 0.0698
H 0.0611 0.0955 0.3122
H 0.1932 -0.0991 0.0919
C 0.1379 -0.8572 0.0627
C 0.1718 -0.4570 0.9427
C -0.0519 0.1752 -1.2190
C 0.2765 -0.0633 0.1739
N -0.0759 -0.2951 -0.5493
H -0.0390 0.3996 -0.0886
H -0.1185 0.0702 0.0464
H 0.1736 -0.0552 -0.0419
H -0.5073 0.4563 -0.1012
H 0.1353 0.1592 0.3438
H -0.1375 0.1303 0.1762
H 0.0883 0.3716 0.2700
C -0.2487 1.0535 0.8779
C 0.1392 -0.2853 -0.5531
C 0.3349 -0.2998 -0.3971
C -0.9158 -0.0282 0.4850
N 0.9838 -0.1033 -0.3662
H 0.2050 -0.3917 -0.3780
H -0.1378 0.3841 0.1751
H 0.0122 0.0370 0.4794
H -0.0801 -0.1182 0.0142
H -0.0823 -0.2706 -0.0470
H -0.4901 -0.0755 -0.1196
H 0.1260 0.0610 -0.1923

Output
Total energy, a.u.: -6646.30977
E_LUMO, hartree: 0.0037
Highest occupied orbital energy, eV: -10.16
2S+1: 1
Net charge: 0